Formula: C46H59AlNO5PSSe
Source: OMol25
Level of theory: ωB97M-V/def2-TZVPD

Calculated values
- LUMO level: -0.0308 eV
- Relative energy (zero: lowest compared OMol25 entry of this formula, charge and spin): 0.000 eV
- Highest occupied orbital energy: -8.38 eV

Positions of all 115 atoms, in Å:
Al 0.98230 -1.17903 -1.44278
C -3.37010 -1.66243 -1.08198
C -3.51990 -0.88453 0.22642
C -4.40130 -1.65573 1.21002
C -2.17360 -0.54993 0.81382
C -1.76210 0.76657 0.85782
C -0.52560 1.16997 1.35152
C -0.41880 2.67977 1.52312
C 0.87840 3.29747 2.03532
C -1.52200 3.13837 2.49642
C 0.37770 0.17067 1.73712
C -0.08610 -1.15183 1.87732
C -1.34220 -1.49173 1.40132
C 0.67350 -2.13173 2.75082
C 0.72750 -3.57173 2.24062
C 0.00690 -2.14293 4.13682
C 1.76130 0.51817 2.14842
C 1.97910 0.79467 3.49862
C 3.19180 1.25737 3.96902
C 4.21270 1.50357 3.06652
C 4.02780 1.19327 1.73402
C 2.83550 0.64477 1.25342
P 2.82610 0.10417 -0.50828
C 4.13200 -1.28003 -0.52198
C 5.42970 -1.02523 0.24402
C 4.47000 -1.66313 -1.96378
C 3.39530 -2.45133 0.12222
C 3.36290 1.59147 -1.58468
C 2.66630 2.82977 -1.02448
C 2.78500 1.29217 -2.97108
C 4.86170 1.86217 -1.71568
H -4.31540 -1.67653 -1.61938
H -3.06440 -2.68553 -0.88928
H -2.61960 -1.20813 -1.72208
H -4.02080 0.06267 -0.00348
H -3.97110 -2.62503 1.44502
H -5.38350 -1.82043 0.77352
H -4.52940 -1.10073 2.13702
H -2.43250 1.53327 0.51002
H -0.63870 3.11527 0.54242
H 1.02100 3.07717 3.09032
H 0.80710 4.37867 1.92682
H 1.74580 2.95987 1.48702
H -1.39020 2.65537 3.46412
H -2.51830 2.91277 2.12892
H -1.45690 4.21547 2.64112
H -1.68080 -2.50513 1.51642
H 1.70170 -1.76733 2.87252
H -0.25360 -4.03883 2.27612
H 1.39530 -4.14943 2.87782
H 1.08790 -3.61113 1.21862
H -1.00520 -2.53613 4.06572
H -0.05010 -1.14783 4.57102
H 0.57490 -2.77903 4.81252
H 1.15070 0.66327 4.17862
H 3.32990 1.45717 5.02092
H 5.15290 1.92247 3.39442
H 4.82710 1.39287 1.04132
H 5.96680 -0.16343 -0.13948
H 6.08020 -1.89183 0.12932
H 5.24810 -0.89013 1.30732
H 5.08230 -0.91053 -2.45468
H 3.56410 -1.82793 -2.54668
H 5.03380 -2.59583 -1.96138
H 3.08960 -2.21523 1.13982
H 4.02920 -3.33573 0.15482
H 2.50750 -2.69313 -0.46588
H 1.60070 2.63607 -0.90308
H 2.75870 3.65147 -1.73278
H 3.10310 3.14397 -0.07728
H 1.69870 1.41077 -2.96108
H 3.03900 0.29207 -3.31828
H 3.18040 1.99987 -3.69758
H 5.33540 2.10327 -0.76738
H 4.99260 2.72597 -2.36808
H 5.38630 1.02897 -2.17268
N -4.99740 -8.94433 -1.10228
C -4.21700 -8.10443 -1.07598
C -3.27160 -7.05823 -1.03228
C -2.30330 -6.93893 -2.03058
C -1.40840 -5.89253 -2.00158
C -1.45400 -4.95953 -0.96308
C -2.41030 -5.10013 0.04782
C -3.32050 -6.13123 0.01012
C -0.58250 -3.84683 -0.96458
C 0.12610 -2.85813 -0.89548
H -2.28280 -7.66263 -2.83008
H -0.67260 -5.77213 -2.78108
H -2.43790 -4.38043 0.85182
H -4.08290 -6.22853 0.76782
O -1.12430 -2.06823 -4.00048
Se -0.07700 -0.98393 -3.66138
O 1.40420 -1.62463 -3.13858
O -0.38960 -0.28763 -2.13158
O 0.13680 0.07457 -4.76938
C -4.09780 7.08127 0.21012
C -3.51220 5.84357 -0.39708
C -2.26520 5.89017 -1.00898
C -1.69110 4.74327 -1.52158
C -2.36540 3.53927 -1.44998
C -3.61130 3.47697 -0.84958
C -4.17990 4.62547 -0.32668
S -1.48310 2.02067 -1.96678
C -2.47410 1.79087 -3.49768
O -0.17240 2.53127 -2.38518
H -3.73690 7.96607 -0.30848
H -3.79900 7.15747 1.25682
H -5.18390 7.06307 0.16602
H -1.73850 6.83167 -1.06588
H -0.70950 4.75157 -1.97158
H -4.13280 2.53157 -0.79198
H -5.14610 4.57507 0.15552
H -2.46800 2.70847 -4.07548
H -3.48330 1.51517 -3.21228
H -2.00610 0.98807 -4.06188

Atomic partial charges in e from the Mulliken method, atoms 1 to 99: number 1, Al, carries -0.2290; number 2, C, carries -0.6695; number 3, C, carries 0.5764; number 4, C, carries -1.6617; number 5, C, carries 0.8234; number 6, C, carries -0.7379; number 7, C, carries 0.9344; number 8, C, carries 1.6569; number 9, C, carries -2.2129; number 10, C, carries -1.6504; number 11, C, carries -0.2142; number 12, C, carries 1.3316; number 13, C, carries 0.1730; number 14, C, carries 0.3325; number 15, C, carries -1.5108; number 16, C, carries -1.5775; number 17, C, carries -0.3874; number 18, C, carries -0.0111; number 19, C, carries -1.1684; number 20, C, carries -1.0480; number 21, C, carries -0.7737; number 22, C, carries 0.7465; number 23, P, carries 1.1565; number 24, C, carries 2.1990; number 25, C, carries -1.9127; number 26, C, carries -1.6113; number 27, C, carries -2.5338; number 28, C, carries 2.5176; number 29, C, carries -2.0071; number 30, C, carries -1.5355; number 31, C, carries -1.5161; number 32, H, carries 0.5370; number 33, H, carries -0.2434; number 34, H, carries -0.1303; number 35, H, carries -0.0620; number 36, H, carries 0.2300; number 37, H, carries 0.4659; number 38, H, carries 0.3858; number 39, H, carries 0.0758; number 40, H, carries -1.0055; number 41, H, carries 0.3766; number 42, H, carries 0.5556; number 43, H, carries 0.2894; number 44, H, carries 0.3778; number 45, H, carries 0.3370; number 46, H, carries 0.4350; number 47, H, carries -0.0819; number 48, H, carries 0.3146; number 49, H, carries 0.3869; number 50, H, carries 0.4898; number 51, H, carries 0.0746; number 52, H, carries 0.2911; number 53, H, carries 0.3060; number 54, H, carries 0.4756; number 55, H, carries 0.4941; number 56, H, carries 0.3928; number 57, H, carries 0.4848; number 58, H, carries 0.3660; number 59, H, carries 0.2472; number 60, H, carries 0.5215; number 61, H, carries 0.4299; number 62, H, carries 0.2947; number 63, H, carries 0.2081; number 64, H, carries 0.5509; number 65, H, carries 0.3170; number 66, H, carries 0.7440; number 67, H, carries 0.1996; number 68, H, carries 0.3174; number 69, H, carries 0.7050; number 70, H, carries 0.3632; number 71, H, carries -0.0747; number 72, H, carries 0.2476; number 73, H, carries 0.6905; number 74, H, carries 0.2940; number 75, H, carries 0.4984; number 76, H, carries 0.2911; number 77, N, carries -0.5293; number 78, C, carries -0.0320; number 79, C, carries 0.5595; number 80, C, carries -0.7821; number 81, C, carries -0.8054; number 82, C, carries -0.0743; number 83, C, carries 0.2363; number 84, C, carries -1.0865; number 85, C, carries 1.7288; number 86, C, carries -1.9941; number 87, H, carries 0.4804; number 88, H, carries 0.5405; number 89, H, carries 0.4296; number 90, H, carries 0.4821; number 91, O, carries -0.7455; number 92, Se, carries 1.2079; number 93, O, carries -0.6292; number 94, O, carries 0.6257; number 95, O, carries -0.6380; number 96, C, carries -1.5118; number 97, C, carries 1.1348; number 98, C, carries -0.8582; number 99, C, carries -0.6332

Formula: C46H59N7PReSTe
Source: OMol25
Level of theory: ωB97M-V/def2-TZVPD

Calculated values
- LUMO level (alpha / beta): -3.3734 / -4.1481 eV
- Expectation value of S²: 3.83
- Highest occupied orbital energy (alpha / beta): -8.85 / -8.93 eV
- 2S+1: 4
- Total charge: +1

Positions of all 116 atoms, in Å:
Re 11.16437 -2.87669 19.56637
C 8.05441 -4.70995 24.88217
C 9.29794 -3.79434 24.89703
C 10.16486 -3.91511 23.67485
C 11.33347 -4.62453 23.53032
C 11.93153 -5.59248 24.43360
C 11.63144 -7.04564 24.03172
C 11.80872 -4.40927 22.17834
C 12.86789 -5.01151 21.57147
C 13.29390 -4.85218 20.26592
C 14.36716 -5.55061 19.79087
C 15.20708 -6.59397 20.46212
C 14.44295 -7.98224 20.54247
C 14.56335 -5.08833 18.46786
C 13.56612 -4.19967 18.17624
C 13.37647 -3.35452 16.99245
C 12.00301 -3.10354 16.59629
N 11.01692 -2.80341 17.53247
C 9.87845 -2.54943 16.72720
C 8.65091 -2.07491 17.21590
C 8.38044 -1.88606 18.54526
N 9.17015 -2.28744 19.65076
C 8.41913 -2.13821 20.72840
C 8.78547 -2.50548 22.04272
C 9.90312 -3.27492 22.38784
N 10.90972 -3.57886 21.46737
C 7.15696 -1.49155 20.40163
C 7.12092 -1.39241 19.04499
C 6.01295 -0.79495 18.21059
C 6.23761 0.63096 17.73837
C 6.16406 -0.93313 21.42294
C 5.34777 -1.99632 22.20149
C 10.19549 -2.67730 15.38106
C 11.59658 -2.92012 15.32009
C 12.48643 -3.06290 14.09580
C 12.66136 -4.52212 13.60523
C 9.34087 -2.53978 14.12510
C 9.24525 -1.12127 13.60116
N 12.77789 -3.94361 19.31328
C 15.60206 -5.52191 17.48601
C 15.08722 -6.77245 16.72762
H 7.49212 -4.51161 25.78808
H 8.32473 -5.73380 24.82445
H 7.39425 -4.44336 24.06691
H 9.95101 -4.05785 25.73908
H 9.01718 -2.73964 25.09351
H 11.55625 -5.31984 25.42494
H 13.01043 -5.39389 24.47689
H 10.56000 -7.23051 23.96180
H 12.00520 -7.74807 24.80245
H 12.09268 -7.28475 23.02922
H 13.51577 -5.67101 22.15242
H 15.51861 -6.34128 21.49428
H 16.12366 -6.70643 19.89484
H 13.68643 -7.83559 21.29612
H 15.17880 -8.71372 20.86054
H 13.98651 -8.15123 19.54737
H 13.94670 -3.89435 16.22113
H 7.89083 -1.75723 16.49585
H 8.06499 -2.37380 22.86048
H 5.08644 -0.84690 18.78609
H 5.84041 -1.49429 17.37037
H 6.21776 1.32239 18.58461
H 5.47656 0.90608 17.05568
H 7.19469 0.79532 17.19343
H 5.48985 -0.20613 20.93652
H 6.69507 -0.27348 22.12762
H 4.60672 -2.48129 21.58200
H 4.83172 -1.47871 23.01942
H 6.00885 -2.78583 22.55839
H 13.48361 -2.67501 14.33638
H 12.22860 -2.46515 13.22909
H 12.88211 -5.13181 14.47643
H 13.49991 -4.52073 12.88805
H 11.78135 -4.85093 13.07250
H 8.34742 -2.94258 14.26620
H 9.82764 -3.10996 13.33803
H 8.81756 -0.46489 14.36825
H 8.52078 -1.13466 12.76629
H 10.21912 -0.66397 13.38687
H 16.57881 -5.73702 17.88093
H 15.66526 -4.72209 16.72720
H 14.89237 -7.54596 17.46804
H 15.84850 -7.13115 16.06121
H 14.17957 -6.44983 16.21842
C 11.20927 2.13678 21.32355
N 12.10808 1.88674 20.18066
C 13.49181 1.75587 20.64397
N 13.62477 0.70986 21.64644
C 12.71248 1.01063 22.77564
N 11.36155 1.10436 22.35552
C 10.82102 -0.20783 21.92732
P 11.78480 -0.84976 20.41972
C 11.63399 0.72788 19.40113
C 13.45139 -0.63448 21.07648
H 10.22313 2.15545 20.91666
H 11.49515 3.10495 21.77501
H 13.81951 2.68842 21.14095
H 14.17142 1.53652 19.78829
H 13.16472 1.87789 23.26029
H 12.85177 0.22142 23.50181
H 9.78915 -0.09262 21.65996
H 11.00894 -0.96212 22.67773
H 10.56557 0.80941 19.20339
H 12.29063 0.58389 18.49036
H 14.19693 -0.79369 20.31675
H 13.59831 -1.38401 21.86512
Te 14.35221 -1.36503 17.14301
C 16.21109 -2.08691 16.87208
C 17.20917 -2.31264 17.78657
C 18.38717 -2.81495 17.20069
C 18.26532 -2.97349 15.83813
S 16.71614 -2.50113 15.28848
H 17.09674 -2.09305 18.85382
H 19.26659 -2.97793 17.79130
H 19.05544 -3.33185 15.18079

Atomic partial charges in e from the Mulliken method, atoms 1 to 99: number 1, Re, carries 0.5023; number 2, C, carries -1.0809; number 3, C, carries -1.2064; number 4, C, carries 0.9453; number 5, C, carries 0.6817; number 6, C, carries -1.2676; number 7, C, carries -0.7927; number 8, C, carries -0.1088; number 9, C, carries -0.7361; number 10, C, carries 0.3829; number 11, C, carries 0.8656; number 12, C, carries -1.1625; number 13, C, carries -0.5707; number 14, C, carries 1.1341; number 15, C, carries -0.6952; number 16, C, carries -0.7219; number 17, C, carries -1.3084; number 18, N, carries -0.1110; number 19, C, carries -0.8203; number 20, C, carries -0.4862; number 21, C, carries 0.1384; number 22, N, carries -0.2079; number 23, C, carries 0.4471; number 24, C, carries -0.8750; number 25, C, carries -0.0917; number 26, N, carries -0.4181; number 27, C, carries 0.6197; number 28, C, carries 0.8404; number 29, C, carries -1.3670; number 30, C, carries -1.1847; number 31, C, carries -1.1476; number 32, C, carries -0.9876; number 33, C, carries 1.0313; number 34, C, carries 1.1851; number 35, C, carries -0.9090; number 36, C, carries -1.1252; number 37, C, carries -1.0141; number 38, C, carries -1.0352; number 39, N, carries 0.2282; number 40, C, carries -0.5726; number 41, C, carries -1.1466; number 42, H, carries 0.4002; number 43, H, carries 0.3147; number 44, H, carries 0.1999; number 45, H, carries 0.4045; number 46, H, carries 0.3823; number 47, H, carries 0.3484; number 48, H, carries 0.4055; number 49, H, carries 0.2747; number 50, H, carries 0.3985; number 51, H, carries 0.0304; number 52, H, carries 0.5979; number 53, H, carries 0.5164; number 54, H, carries 0.3776; number 55, H, carries -0.1005; number 56, H, carries 0.4046; number 57, H, carries 0.2985; number 58, H, carries 0.7999; number 59, H, carries 0.4716; number 60, H, carries 0.5750; number 61, H, carries 0.5172; number 62, H, carries 0.4823; number 63, H, carries 0.3244; number 64, H, carries 0.4382; number 65, H, carries 0.2547; number 66, H, carries 0.4147; number 67, H, carries 0.3499; number 68, H, carries 0.3404; number 69, H, carries 0.3796; number 70, H, carries 0.1214; number 71, H, carries 0.0706; number 72, H, carries 0.4994; number 73, H, carries 0.1454; number 74, H, carries 0.3922; number 75, H, carries 0.3594; number 76, H, carries 0.5160; number 77, H, carries 0.2991; number 78, H, carries 0.2095; number 79, H, carries 0.3820; number 80, H, carries 0.3227; number 81, H, carries 0.6744; number 82, H, carries -0.7987; number 83, H, carries 0.2154; number 84, H, carries 0.4650; number 85, H, carries 0.2004; number 86, C, carries -0.8200; number 87, N, carries 0.1146; number 88, C, carries -0.8195; number 89, N, carries 0.1562; number 90, C, carries -0.9550; number 91, N, carries 0.2351; number 92, C, carries -1.8813; number 93, P, carries 2.4690; number 94, C, carries -1.3956; number 95, C, carries -1.3248; number 96, H, carries 0.4478; number 97, H, carries 0.2938; number 98, H, carries 0.3024; number 99, H, carries 0.3199

Number 1: strongest force on any atom 0.059 Eh/bohr, energy -5602.56625 Ha. Number 2: strongest force on any atom 0.056 Eh/bohr, energy -3257.18254 Ha.